Density functional theory data (the ωB97M-V functional and the def2-TZVPD basis) for C2H2N2S4 in the gas phase.

Each line ends with the Löwdin charge.
Geometry (Å):
C 1.67318 0.04547 0.04101  -0.987
C -1.54124 0.00566 -0.06224  -1.435
H 1.45604 -1.73441 -1.01730  0.126
H 1.15614 1.66344 1.28096  0.082
N 0.98616 -1.09970 -0.29252  -0.354
N 0.86358 1.02053 0.58105  -0.355
S 3.38259 -0.02632 -0.07756  0.554
S -0.64631 -1.46458 0.20457  0.903
S -3.20764 -0.02847 -0.03591  0.570
S -0.55065 1.53927 -0.22584  0.895

## Properties
spin multiplicity	1
orbital gap	7.622	eV
relative energy (zero: lowest compared OMol25 entry of this formula, charge and spin)	11.11	kcal per mole